(1)
Entry from OMol25: C27H32ClNO3Tl as an isolated structure in a non-equilibrium geometry (ωB97M-V/def2-TZVPD).

```
65
Properties=species:S:1:pos:R:3:mulliken_charge:R:1
Tl 1.02 -4.45 2.57 0.743
Cl -1.38 -1.90 2.33 -0.056
O 1.53 -2.32 2.70 -0.817
O 3.29 -1.35 -1.74 -0.442
O 0.96 0.47 -3.42 -0.211
N -3.69 -0.51 0.33 -0.119
C -1.74 1.72 -2.65 -0.556
C 3.51 -0.26 2.90 0.130
C -2.50 2.23 -0.25 -0.556
C 2.07 1.80 3.35 -0.032
C 0.33 -1.08 -1.75 0.520
C 2.14 3.24 3.90 -1.281
C -1.58 -1.48 -0.27 1.013
C 3.45 1.27 2.98 -1.144
C 0.70 -1.47 0.60 0.335
C -1.08 -1.14 -1.55 0.743
C -2.08 0.47 -3.44 -1.099
C 1.18 -1.18 -0.66 1.115
C 2.67 -1.01 -0.77 -0.721
C -5.72 -1.77 0.29 -0.598
C -5.05 -2.92 -0.06 -0.641
C -2.04 -0.90 -2.62 -1.272
C 4.99 -0.72 2.92 -1.636
C -2.82 2.27 -1.74 -0.581
C -3.68 -2.84 -0.22 -0.430
C -0.71 -1.63 0.79 1.088
C 3.32 -0.44 0.41 -0.122
C 1.69 -1.59 1.72 -0.193
C 2.25 1.07 -3.34 -0.685
C 0.83 -0.89 -3.18 -1.764
C 2.86 -0.72 1.64 0.342
C -3.05 -1.60 -0.03 -1.460
C -4.99 -0.59 0.50 -0.174
H -1.82 -1.66 -3.39 0.668
H 5.35 -0.68 3.94 0.462
H 3.01 0.40 -3.73 0.385
H 4.22 0.13 0.25 0.658
H -1.49 0.39 -4.34 0.440
H 1.74 -1.45 -3.36 0.767
H 1.82 3.28 4.93 0.317
H 3.75 1.70 2.02 0.401
H -1.53 2.46 -3.43 0.490
H 1.62 1.16 4.10 0.341
H 0.08 -1.28 -3.85 0.549
H -3.11 0.56 -3.76 0.657
H 5.59 -0.04 2.33 0.399
H -2.96 3.32 -1.99 0.410
H -3.04 -1.06 -2.27 0.402
H -3.79 1.81 -1.95 0.427
H -2.50 3.23 0.18 0.396
H 1.42 1.80 2.48 -0.028
H 4.18 1.59 3.71 0.580
H -3.11 -3.69 -0.54 0.523
H 2.20 1.96 -3.95 0.339
H 3.14 3.64 3.84 0.386
H 2.98 -0.69 3.74 0.639
H -3.28 1.68 0.28 0.040
H -5.51 0.29 0.86 0.533
H -0.82 1.64 -2.09 0.268
H 2.47 1.36 -2.32 0.263
H 1.50 3.91 3.33 0.351
H -1.54 1.76 -0.05 0.059
H 5.12 -1.72 2.53 0.412
H -5.57 -3.84 -0.23 0.531
H -6.78 -1.77 0.47 0.496
```

The LUMO energy is -14.85 eV. For the highest occupied orbital energy, the calculation gives -18.0 eV. The charge is +3.

=====

(2)
Entry from OMol25: one molecule with the formula C27H32FNO3 (ωB97M-V/def2-TZVPD).

```
64
Properties=species:S:1:pos:R:3:mulliken_charge:R:1
F 6.57 2.16 0.49 -0.348
O -3.01 -1.75 -1.50 -0.473
O -3.36 -0.88 1.23 -0.399
O -2.74 2.65 -0.04 -0.613
N 2.21 -3.68 -0.04 -0.055
C 3.08 0.04 0.02 -0.109
C -1.17 1.34 -1.30 -0.293
C -2.20 -2.10 -0.46 0.049
C -0.08 0.50 -1.35 0.024
C 1.81 -0.76 -0.17 1.482
C 2.76 -2.90 -1.13 -1.630
C 0.92 -4.30 -0.32 -1.598
C -2.58 4.07 -0.15 0.442
C -1.36 -2.15 1.79 -0.346
C 3.33 1.17 -0.75 -0.317
C -0.22 -3.40 0.09 0.919
C 5.42 1.46 0.34 0.397
C -0.33 -2.99 1.40 -0.953
C -3.46 -0.46 2.57 -1.014
C -4.06 -0.82 -1.34 -0.565
C -1.96 4.48 -1.49 -1.278
C -0.90 1.56 1.07 -1.149
C 1.93 -1.65 -1.42 -1.335
C 0.61 0.16 -0.19 -1.297
C 0.18 0.71 1.01 -0.087
C -1.16 -2.96 -0.82 -0.447
C 4.02 -0.36 0.96 -0.129
C 5.20 0.35 1.12 -0.904
C -1.79 4.66 1.01 -1.327
C -2.31 -1.70 0.88 1.294
C -1.60 1.88 -0.09 0.561
C 4.50 1.89 -0.60 -0.844
H -1.97 5.56 -1.58 0.466
H -0.93 4.13 -1.55 0.259
H -4.84 -1.21 -0.69 0.292
H -1.43 -1.86 2.82 0.431
H 0.82 -4.57 -1.39 0.262
H -4.33 0.21 2.59 0.282
H 0.71 0.46 1.92 0.477
H -1.82 5.75 0.95 0.462
H 3.78 -2.60 -0.84 0.553
H 2.89 -4.39 0.22 0.303
H -3.64 -1.30 3.25 0.374
H 0.86 -5.23 0.26 0.546
H 0.94 -1.95 -1.73 0.549
H -1.12 -3.26 -1.86 0.342
H -4.47 -0.69 -2.35 0.267
H -2.52 4.05 -2.32 0.313
H -2.58 0.09 2.89 0.340
H 3.84 -1.23 1.56 0.471
H 0.39 -3.32 2.13 0.329
H 5.94 0.04 1.84 0.434
H -0.76 4.33 0.98 0.292
H 4.70 2.76 -1.19 0.451
H 2.40 -1.10 -2.24 0.600
H 2.84 -3.49 -2.07 0.414
H -1.72 1.57 -2.21 0.351
H 2.59 1.49 -1.48 0.413
H 0.23 0.10 -2.30 0.448
H -3.62 4.43 -0.11 0.305
H -2.23 4.36 1.96 0.316
H -3.70 0.13 -0.96 0.064
H -1.23 1.97 2.01 0.565
H 1.69 -1.44 0.68 0.370
```

The LUMO energy is 0.74 eV. The energy relative to the best compared isomer or geometry (same formula, charge and spin) is 0.098 eV. For the highest occupied orbital energy, the calculation gives -7.7 eV. The charge is 0. Its SMILES is COc1ccc(CNCC[C@@H](c2ccc(F)cc2)c2ccc(OC(C)C)cc2)cc1OC.

=====

(3)
Entry from OMol25: a 10-piece molecular cluster, C27H32IN12O2P overall in a non-equilibrium geometry (ωB97M-V/def2-TZVPD).

```
75
Properties=species:S:1:pos:R:3:mulliken_charge:R:1
I 5.58 -3.85 -2.73 -0.158
P 5.57 -1.73 -4.06 -0.071
O 4.85 -2.17 -5.48 -0.439
O -0.73 -1.37 -1.61 -0.446
N -1.81 5.63 4.00 -0.430
N 1.51 1.50 -1.01 -0.541
N 3.53 5.05 2.56 -0.492
N 4.33 1.57 -0.36 -0.520
N -6.34 0.08 -1.11 -0.429
N -7.94 -5.23 -1.97 -0.417
N 0.59 -0.10 -3.11 -0.563
N -4.82 -3.08 -3.13 -0.437
N 0.55 1.97 2.48 -0.429
N 6.22 -1.23 1.45 -0.422
N -9.53 -2.60 1.72 -0.437
N 7.72 0.00 -2.25 -0.480
C -1.32 4.80 4.62 0.418
C -0.16 -0.54 2.63 -0.772
C 4.29 -0.75 -3.20 0.421
C 8.68 -1.80 -0.62 -0.829
C 2.03 -0.03 -2.78 0.168
C 3.41 2.24 0.28 -0.361
C -5.25 -0.29 -1.12 0.225
C 2.89 -0.78 -3.52 -0.561
C -8.74 -2.75 2.53 0.331
C -3.87 -0.76 -1.14 -0.492
C -4.89 -1.53 -5.23 -0.810
C 0.25 0.86 2.55 0.475
C -8.63 -2.80 -1.33 -0.141
C -7.72 -2.93 3.57 -0.733
C 2.45 0.79 -1.70 0.548
C 0.04 -0.80 -2.26 0.684
C 8.16 -0.80 -1.55 0.479
C -0.71 3.74 5.43 -0.581
C 1.07 5.87 2.27 -0.714
C 5.59 0.86 2.87 -0.446
C -8.24 -4.16 -1.69 0.331
C 5.94 -0.32 2.07 0.358
C 2.02 2.20 -0.03 -0.701
C 4.72 0.04 -2.16 -0.235
C -4.85 -2.40 -4.06 0.412
C 2.45 5.41 2.43 0.482
C 3.82 0.82 -1.39 -0.122
H -7.55 -1.99 4.09 0.258
H 0.38 5.08 2.56 0.043
H -3.74 -1.48 -1.95 0.144
H -7.87 -2.09 -1.66 0.057
H 7.89 -2.07 0.08 0.278
H -0.42 -0.90 1.64 0.171
H 0.67 -1.14 3.02 0.285
H 0.89 6.12 1.22 0.307
H -1.42 3.40 6.19 0.336
H -4.62 -0.51 -4.96 0.277
H 0.18 4.12 5.93 0.261
H 5.11 -3.05 -5.75 0.322
H -3.19 0.08 -1.28 0.247
H 3.74 2.88 1.12 0.558
H -1.02 -0.64 3.29 0.298
H -6.79 -3.27 3.12 0.260
H 6.44 1.53 2.94 0.258
H 1.35 2.77 0.59 0.859
H -8.07 -3.68 4.29 0.274
H 9.52 -1.39 -0.07 0.320
H -8.75 -2.72 -0.25 -0.070
H -3.63 -1.25 -0.20 0.285
H 5.78 0.06 -1.87 0.518
H 9.01 -2.69 -1.16 0.294
H -4.20 -1.90 -5.99 0.311
H -5.90 -1.52 -5.65 0.282
H 4.76 1.38 2.40 -0.087
H 2.53 -1.39 -4.34 0.547
H -9.58 -2.55 -1.81 0.275
H -0.44 2.90 4.80 0.035
H 0.89 6.75 2.88 0.354
H 5.29 0.55 3.87 0.316
```

The LUMO energy is -0.67 eV. For the highest occupied orbital energy, the calculation gives -8.5 eV. The charge is 0. Its SMILES is O=C=Nc1cc(P(O)I)cc2nccnc12.CC#N.CC#N.CC#N.CC#N.CC#N.CC#N.CC#N.CC#N.CC#N.

=====

(4)
Entry from OMol25: one molecule with the formula C27H32N2O7S (ωB97M-V/def2-TZVPD).

```
69
Properties=species:S:1:pos:R:3:mulliken_charge:R:1
S -4.18 -3.89 0.52 0.035
O 1.30 1.50 -1.90 -0.590
O -3.38 5.55 0.02 -0.464
O 1.20 -2.85 -0.57 -0.591
O 7.02 -0.48 -0.11 -0.476
O 0.23 2.57 0.83 -0.314
O -1.10 -2.85 1.52 -0.658
O -1.25 -4.19 -0.28 -0.133
N -2.12 -0.71 0.18 -0.083
N 1.56 -0.65 -1.13 0.550
C -1.78 -1.90 -0.58 1.548
C -0.60 -1.47 -1.49 -0.560
C -3.69 3.17 -0.43 -0.939
C 5.68 -0.45 -0.29 0.798
C -1.80 1.72 -0.01 -0.827
C -1.17 0.36 -0.07 0.592
C -4.70 5.82 -0.39 -0.858
C -2.98 -2.33 -1.44 -0.958
C 5.14 -1.54 -0.99 -0.804
C 7.65 0.53 0.66 -0.427
C -3.10 1.92 -0.43 -0.859
C -1.04 2.83 0.41 0.422
C 0.80 -1.80 -0.98 -0.238
C -1.62 4.09 0.40 -0.351
C -0.78 -5.29 0.50 -0.769
C -5.63 -3.47 1.54 -0.962
C 4.82 0.56 0.12 -0.297
C -4.25 -2.46 -0.61 -1.001
C -2.94 4.27 -0.02 0.519
C 2.95 -0.60 -0.85 0.060
C 3.46 0.49 -0.15 -0.892
C 7.45 0.34 2.16 -1.030
C 0.83 0.45 -1.56 -0.539
C 3.80 -1.62 -1.27 -0.235
C 1.04 3.66 1.21 -1.151
C -1.34 -3.04 0.35 -0.371
C -0.62 0.05 -1.48 0.075
H 0.61 4.20 2.06 0.454
H -3.67 1.06 -0.74 0.274
H -2.15 -0.93 1.17 0.368
H -3.15 -1.56 -2.20 0.474
H -4.83 6.90 -0.29 0.256
H -4.71 3.28 -0.76 0.404
H 6.40 0.40 2.42 0.339
H -0.84 -6.16 -0.14 0.282
H 1.99 3.22 1.50 0.254
H -5.46 -2.53 2.05 0.276
H -0.70 -1.91 -2.49 0.576
H -4.39 -1.56 0.00 0.339
H 5.82 -2.32 -1.30 0.414
H 1.20 4.34 0.37 0.440
H -5.12 -2.60 -1.27 0.643
H 3.40 -2.46 -1.80 0.438
H -4.85 5.54 -1.44 0.339
H -1.41 -5.41 1.38 0.305
H -0.33 0.33 0.65 0.843
H 8.71 0.43 0.41 0.314
H 5.19 1.43 0.66 0.388
H 0.25 -5.10 0.80 0.265
H -5.43 5.30 0.23 0.334
H 7.83 -0.63 2.46 0.305
H -1.23 0.52 -2.25 0.795
H -6.51 -3.41 0.90 0.322
H 7.32 1.52 0.34 0.337
H -2.76 -3.27 -1.93 0.449
H 2.80 1.27 0.17 0.338
H 8.00 1.11 2.70 0.349
H -1.08 4.97 0.71 0.499
H -5.75 -4.27 2.26 0.362
```

The LUMO energy is 0.68 eV. The energy relative to the best compared isomer or geometry (same formula, charge and spin) is 0.091 eV. For the highest occupied orbital energy, the calculation gives -8.2 eV. The charge is 0. Its SMILES is CCOc1ccc(N2C(=O)[C@@H]3[C@@H](c4ccc(OC)cc4OC)N[C@](CCSC)(C(=O)OC)[C@@H]3C2=O)cc1.

=====

(5)
Entry from OMol25: a 3-piece molecular cluster, C27H32N3O3 overall in a non-equilibrium geometry (ωB97M-V/def2-TZVPD).

```
65
Properties=species:S:1:pos:R:3:mulliken_charge:R:1
O -0.52 3.97 -1.36 -0.501
O -2.47 3.06 -0.78 -0.460
O 4.85 -1.12 -3.57 -0.432
N 1.07 -0.36 1.77 -0.562
N 2.81 -2.27 -0.20 0.001
N 2.95 -1.37 -2.15 0.118
C 6.91 2.09 -1.83 -0.467
C 6.33 -0.24 -1.87 -0.100
C 5.52 -0.04 -2.97 0.391
C 1.69 -1.48 -0.35 0.688
C -5.94 2.51 1.55 -0.572
C -2.91 -2.89 0.88 -0.159
C 5.42 1.23 -3.53 -0.286
C -4.07 2.60 3.05 -0.418
C 0.77 -0.01 -2.25 -1.327
C -6.78 2.22 2.61 -0.328
C 1.75 -0.92 -1.59 -0.127
C -3.89 -3.85 0.69 -0.530
C 0.65 -1.30 0.72 -0.233
C -2.50 -2.56 2.17 -0.134
C -0.68 1.57 -0.82 -0.330
C -4.47 -4.48 1.79 -0.406
C -4.58 2.70 1.76 -0.059
C -4.06 -4.15 3.07 -0.363
C 6.12 2.28 -2.96 -0.631
C 0.65 1.38 -1.57 -0.565
C -3.08 -3.19 3.27 -0.637
C -4.91 2.32 4.12 -0.389
C -1.32 2.93 -0.97 0.120
C -6.27 2.13 3.90 -0.454
C 3.55 -2.18 -1.30 -0.551
C 7.03 0.81 -1.29 -0.584
C 3.48 -1.02 -3.50 -0.706
H 1.38 0.49 1.33 0.240
H -4.22 -4.11 -0.31 0.373
H 3.12 -0.02 -3.72 0.379
H -0.19 -0.51 -2.26 0.586
H 4.48 -2.68 -1.51 0.622
H 0.43 -2.27 1.16 0.615
H 1.50 1.57 -0.94 0.495
H -0.59 1.37 0.25 0.240
H 1.88 -0.72 2.26 0.300
H 3.01 -1.70 -4.20 0.293
H -0.23 4.46 -0.58 0.339
H 6.44 -1.25 -1.49 0.349
H 3.07 -2.82 0.60 0.258
H -6.34 2.58 0.54 0.388
H 6.05 3.26 -3.40 0.399
H -3.01 2.75 3.22 0.351
H -1.42 0.87 -1.20 0.274
H -5.23 -5.23 1.64 0.370
H 4.80 1.36 -4.41 0.539
H 1.07 0.11 -3.29 0.582
H -1.73 -1.81 2.32 0.443
H -2.76 -2.93 4.27 0.377
H -7.84 2.08 2.44 0.370
H 7.65 0.62 -0.44 0.396
H 0.69 2.13 -2.35 0.443
H -3.93 2.93 0.93 0.398
H -6.93 1.91 4.73 0.367
H -4.51 2.24 5.12 0.380
H 7.46 2.90 -1.38 0.425
H -4.51 -4.64 3.93 0.374
H -2.47 -2.40 0.03 0.278
H -0.23 -0.91 0.23 -0.254
```

The LUMO energy is -2.73 eV. The energy relative to the best compared isomer or geometry (same formula, charge and spin) is 0.000 eV. For the highest occupied orbital energy, the calculation gives -10.6 eV. The charge is +1.

=====

(6)
Entry from OMol25: one molecule with the formula C27H32N4O5 in a non-equilibrium geometry (ωB97M-V/def2-TZVPD).

```
68
Properties=species:S:1:pos:R:3:mulliken_charge:R:1
O -1.98 -2.82 -0.95 -0.745
O 1.74 3.18 1.33 -0.692
O 5.40 0.26 0.16 -0.272
O -0.91 1.37 -2.85 -0.281
O 0.39 0.77 -0.20 -0.757
N 2.41 1.04 1.70 -0.070
N -1.83 0.45 -0.36 0.701
N 0.06 -1.91 -0.59 0.277
N 4.27 -0.06 0.85 -0.371
C 6.58 2.15 -0.81 -1.234
C -5.76 0.91 0.99 -0.702
C 5.42 1.58 -0.07 0.264
C 0.19 1.71 2.40 -0.912
C 1.51 2.07 1.73 0.471
C 2.03 -3.39 -0.78 -0.844
C 4.30 2.16 0.45 -0.169
C -0.78 0.07 -2.54 -0.793
C -0.74 1.00 0.21 0.677
C -1.68 -0.49 -1.48 1.530
C -0.03 1.63 -3.83 -0.659
C -3.79 -0.41 0.75 -0.086
C -5.14 1.95 0.34 -1.003
C 2.62 -2.98 1.49 0.275
C 0.66 0.51 -4.17 -0.804
C 3.61 1.06 1.02 0.266
C -3.16 0.65 0.11 -1.381
C 2.96 -3.89 0.31 -0.883
C -3.21 2.99 -0.86 -1.725
C 0.17 -0.51 -3.32 -0.340
C -5.10 -0.30 1.20 0.766
C -0.96 1.91 1.40 -0.606
C -5.76 -1.44 1.90 -1.681
C -1.21 -1.88 -0.98 -0.232
C 0.71 -3.08 -0.05 -0.141
C 1.10 -2.89 1.44 -0.829
C -3.83 1.85 -0.13 1.608
H -3.25 -1.33 0.88 0.478
H -0.01 -3.90 -0.16 0.665
H 3.99 3.18 0.44 0.459
H -3.92 3.42 -1.56 0.560
H 6.64 1.71 -1.81 0.308
H 0.01 2.64 -4.20 0.529
H 0.65 -3.69 2.04 0.288
H 1.42 0.42 -4.91 0.487
H 4.01 -3.82 0.02 0.438
H 1.89 -4.10 -1.59 0.368
H -5.68 2.87 0.17 0.475
H -2.32 2.68 -1.41 0.078
H -0.93 2.94 1.05 0.277
H -5.38 -2.39 1.54 0.372
H 2.11 0.11 1.97 0.078
H 0.48 -1.54 -3.31 0.651
H 0.04 2.39 3.24 0.352
H 2.98 -3.38 2.44 0.459
H -6.84 -1.41 1.76 0.399
H 2.74 -4.93 0.56 0.325
H -2.69 -0.63 -1.89 0.631
H -6.78 1.02 1.33 0.417
H -5.56 -1.39 2.97 0.308
H 2.42 -2.46 -1.20 0.301
H -2.92 3.78 -0.16 0.300
H 3.08 -2.00 1.32 -0.397
H 0.60 -1.04 -0.61 0.047
H 7.50 1.92 -0.29 0.319
H 0.72 -1.94 1.82 0.178
H -1.92 1.72 1.87 0.578
H 0.19 0.68 2.77 0.336
H 6.46 3.23 -0.90 0.314
```

The LUMO energy is 0.61 eV. The energy relative to the best compared isomer or geometry (same formula, charge and spin) is 3.076 eV. For the highest occupied orbital energy, the calculation gives -8.5 eV. The charge is 0. Its SMILES is Cc1ccc(C)c(N(C(=O)CCC(=O)Nc2cc(C)on2)[C@H](C(=O)NC2CCCC2)c2ccco2)c1.

=====

(7)
Entry from OMol25: one molecule with the formula C27H32N4O5S in a non-equilibrium geometry (ωB97M-V/def2-TZVPD).

```
69
Properties=species:S:1:pos:R:3:mulliken_charge:R:1
S -3.03 -1.44 -3.21 -0.257
O -0.75 -0.71 -4.41 -0.330
O -1.09 -2.84 -1.55 -0.624
O -3.96 2.22 3.40 -0.410
O 2.00 -1.34 -5.18 -0.502
O 1.47 -0.94 2.24 -0.709
N 1.00 -0.13 0.17 1.293
N 0.27 0.42 -2.85 -0.499
N -1.38 -1.62 0.33 0.511
N -0.94 0.05 -2.37 0.114
C -0.14 -2.12 0.90 -1.123
C 2.46 -1.75 -2.81 0.151
C -4.60 1.92 4.62 -0.289
C -3.36 1.23 2.70 0.647
C 2.21 -2.18 -4.10 0.172
C -2.07 -0.66 1.11 -1.258
C -5.18 3.22 5.17 -1.440
C 1.84 1.06 0.19 0.059
C 0.87 -0.99 1.19 0.698
C 2.33 -4.46 -3.37 -0.426
C 4.17 1.97 0.35 -0.883
C 2.63 -2.68 -1.80 -0.241
C -3.33 -0.11 3.09 -0.541
C 1.40 2.02 1.30 -0.551
C 2.56 -4.03 -2.07 -0.737
C -2.68 -1.04 2.29 -0.882
C 2.15 -3.54 -4.38 -0.554
C -3.09 -1.53 -1.40 -0.410
C -1.75 -2.06 -0.89 0.473
C -1.51 -0.63 -3.31 0.316
C 3.32 0.71 0.37 -0.577
C 0.36 -0.04 -4.05 0.348
C 1.56 -0.03 -4.92 -0.556
C -2.74 1.61 1.51 -0.660
C -2.10 0.68 0.72 0.428
C 2.25 3.28 1.28 -0.814
C 3.73 2.93 1.45 -0.714
H 4.07 2.46 -0.62 0.358
H -5.89 3.64 4.47 0.332
H 1.96 -3.85 -5.39 0.439
H 4.33 3.84 1.42 0.360
H -2.77 2.65 1.23 0.509
H -1.62 0.98 -0.20 0.717
H 1.93 3.95 2.08 0.395
H 2.34 0.59 -4.45 0.302
H -3.88 1.50 5.33 0.374
H 0.30 -2.82 0.18 0.439
H -4.38 3.94 5.33 0.329
H -5.41 1.19 4.46 0.371
H 0.34 2.27 1.17 0.037
H 3.63 0.03 -0.43 0.057
H -2.66 -2.08 2.60 0.479
H -0.33 -2.64 1.84 0.350
H 2.82 -2.34 -0.79 0.451
H 3.88 2.46 2.42 0.346
H -5.68 3.03 6.12 0.419
H 2.52 -0.70 -2.57 0.342
H 3.44 0.20 1.32 0.425
H -3.88 -2.25 -1.17 0.404
H -3.35 -0.55 -0.99 0.355
H 0.45 -0.27 -0.66 -0.883
H 5.22 1.71 0.48 0.386
H 2.11 3.81 0.33 0.346
H 1.69 1.55 -0.78 0.302
H 2.68 -4.75 -1.27 0.420
H 1.32 0.39 -5.91 0.402
H 1.51 1.51 2.26 0.390
H -3.79 -0.44 4.00 0.451
H 2.27 -5.51 -3.59 0.380
```

The LUMO energy is 0.54 eV. The energy relative to the best compared isomer or geometry (same formula, charge and spin) is 1.350 eV. For the highest occupied orbital energy, the calculation gives -8.6 eV. The charge is 0. Its SMILES is CCOc1ccc(N(CC(=O)NC2CCCCC2)C(=O)CSc2nnc(COc3ccccc3)o2)cc1.

=====

For reference, electronic energy by record: -1959.9468, -1428.3635, -2494.6030, -2082.4731, -1437.8019, -1643.3123, -2041.4957 Eh.
For reference, gap between HOMO and LUMO by record: 3.1, 8.5, 7.8, 8.9, 7.8, 9.1, 9.1 eV.